(1)
The following is a quantum chemistry calculation of a gas-phase ion, C7H8N (charge +1) in a non-equilibrium geometry, from the OMol25 dataset.

```
16
Properties=species:S:1:pos:R:3:forces:R:3
N -1.5403 1.1407 0.8131 -1.0172 0.8829 0.0987
C -0.7722 0.4939 -0.3405 0.6827 2.7056 -0.5640
C -0.2660 -0.8786 -0.0890 0.1458 0.3238 -2.8736
C 0.4722 -1.2749 -1.4367 -1.3847 0.8078 0.9711
C 1.0963 -0.1303 -1.5371 2.8925 1.0505 -2.4766
C 0.7593 0.5983 -0.2687 -1.9118 -1.1891 0.1617
C 1.3495 -0.0111 1.0603 -0.7986 1.4638 -1.2433
C 0.5508 -1.0517 1.0898 1.5251 -0.5980 2.1435
H -1.1256 0.7586 1.6823 -0.2401 0.4986 -0.1608
H -2.3980 0.6329 0.6104 -0.7919 0.2590 0.9764
H -1.8030 2.2332 0.9009 1.3369 -3.0325 -0.6270
H -1.3007 0.8290 -1.3194 1.2000 -1.0721 1.7074
H 0.3325 -2.1085 -2.0836 -0.1280 -0.5157 -0.1395
H 1.7617 0.2999 -2.3580 -0.9491 -0.7475 1.2380
H 2.1795 0.3962 1.6079 0.0559 -0.1025 0.1643
H 0.7040 -1.9275 1.6684 -0.6173 -0.7347 0.6237
```
Positions in Å, forces in eV/Å.

Structure (SMILES): [NH3+][C@H]1[C@]23C=C[C@]12C=C3
HOMO energy: -12.6 eV
Net charge: +1
Lowest unoccupied orbital energy: -3.716 eV

=====

(2)
The following is a quantum chemistry calculation of C7H8N2 in the gas phase in a non-equilibrium geometry, from the OMol25 dataset.

```
17
Properties=species:S:1:pos:R:3:forces:R:3
C -0.7139 1.6415 -1.9774 -2.3082 -0.0344 -0.1038
C -0.9797 0.8982 -0.6934 1.0767 -0.3992 -0.5140
N -2.0644 0.7325 -0.0379 0.3074 0.6660 -0.2610
N -1.7682 -0.0087 1.1541 -1.4015 -0.6040 0.4332
C -0.5388 -0.2300 1.2119 2.4760 0.0879 -0.3796
C 0.3740 -1.2083 1.9192 -0.5326 -0.9409 -1.1451
C 1.2920 -1.6325 0.7226 -0.8034 0.0147 1.8419
C 1.0655 -0.8864 -0.3363 0.4529 1.1316 -1.1730
C 0.2301 0.3318 0.0371 -0.9745 0.6032 0.2166
H -1.5192 2.4004 -2.2067 0.9364 -0.7434 0.3383
H 0.2399 2.1106 -1.8380 0.4804 0.3591 -0.4382
H -0.7173 0.9249 -2.8236 0.3203 0.3935 0.4152
H -0.1486 -2.0769 2.3151 -0.1778 -0.0495 -0.0205
H 0.8810 -0.7758 2.7430 0.7591 0.5969 0.7451
H 1.9987 -2.4456 0.8287 -0.1849 -0.0979 -0.2379
H 1.5259 -1.0275 -1.3214 -0.1237 0.1473 0.4703
H 0.8431 1.2519 0.3032 -0.3025 -1.1313 -0.1874
```
Positions in Å, forces in eV/Å.

Structure (SMILES): CC1=NN=C2CC=C[C@@H]12
HOMO energy: -9.7 eV
Lowest unoccupied orbital energy: 0.707 eV

=====

ΔE to the lowest compared entry with this formula, charge and spin / kcal/mol: 65.2 39.4
Gap between HOMO and LUMO / Eh: 0.325 0.383